[1]
{"formula": "C20H61ClN5O12", "method": "ωB97M-V/def2-TZVPD", "homo_ev": -6.302, "homo_lumo_gap_ev": 8.89, "total_energy_ev": -66263.4294, "molar_mass_g_mol": 599.18, "charge": -1, "species": ["Cl", "O", "O", "O", "O", "O", "H", "H", "O", "H", "H", "O", "H", "H", "C", "C", "C", "O", "C", "N", "H", "H", "H", "H", "H", "H", "H", "H", "H", "H", "H", "C", "C", "C", "O", "C", "N", "H", "H", "H", "H", "H", "H", "H", "H", "H", "H", "H", "C", "C", "C", "O", "C", "N", "H", "H", "H", "H", "H", "H", "H", "H", "H", "H", "H", "C", "C", "C", "O", "C", "N", "H", "H", "H", "H", "H", "H", "H", "H", "H", "H", "H", "C", "C", "C", "O", "C", "N", "H", "H", "H", "H", "H", "H", "H", "H", "H", "H", "H"], "coordinates": [[-0.83926, -0.29869, 1.57938], [-1.13580, 0.88052, 2.37676], [-0.98722, -1.54772, 2.27302], [-1.77017, -0.32472, 0.46341], [0.48492, -0.16952, 1.05602], [-4.53609, -1.95186, 1.06897], [-3.57966, -1.94277, 1.03154], [-4.75090, -1.43206, 1.84349], [-4.23595, 1.89493, 3.05794], [-3.38702, 1.59879, 2.72955], [-4.35909, 2.75738, 2.66138], [-0.64614, -4.65562, 2.92931], [-0.68237, -3.70624, 3.04589], [0.13746, -4.80264, 2.39960], [0.34894, 0.69860, 6.06571], [1.70212, 0.26734, 5.59212], [1.94377, -1.18369, 5.74459], [3.28970, -1.46722, 5.29473], [3.67542, -2.82309, 5.35793], [1.82097, 0.53858, 4.13655], [0.29511, 1.78705, 6.04410], [0.16183, 0.47291, 7.11554], [-0.49375, 0.31786, 5.48865], [2.43807, 0.88103, 6.11161], [1.25001, -1.75871, 5.13128], [1.84992, -1.53540, 6.77202], [3.65909, -3.06906, 6.41969], [4.75712, -2.84628, 5.22562], [3.16741, -3.50806, 4.67907], [2.52359, -0.12654, 3.84666], [1.00584, 0.14264, 3.69058], [-3.71400, -2.63107, -2.17474], [-4.39988, -1.27141, -2.48351], [-5.87892, -1.43596, -2.95574], [-5.99646, -2.42610, -4.01684], [-7.33308, -2.82038, -4.45528], [-4.38329, -0.53659, -1.23815], [-4.22083, -3.15786, -1.36621], [-2.68185, -2.51976, -1.84250], [-3.62794, -3.29432, -3.03544], [-3.81058, -0.64418, -3.15238], [-6.28552, -0.50591, -3.35297], [-6.48377, -1.71051, -2.09152], [-7.92309, -1.94554, -4.72850], [-7.80225, -3.24530, -3.56791], [-7.27601, -3.57177, -5.24285], [-3.46206, -0.63111, -0.83505], [-4.81095, -1.02787, -0.46625], [4.72953, -0.92570, 1.81494], [4.84269, 0.31626, 0.96706], [5.38759, 0.04960, -0.47998], [6.51893, -0.83395, -0.36075], [7.09791, -0.92666, -1.72783], [3.60264, 1.03079, 0.93147], [4.52537, -0.73114, 2.86783], [5.63507, -1.51192, 1.65860], [3.95853, -1.62068, 1.48229], [5.52574, 1.00942, 1.45804], [5.69881, 0.95882, -0.99433], [4.56877, -0.37990, -1.05718], [8.01660, -1.51295, -1.70852], [7.38069, 0.00333, -2.22104], [6.27505, -1.35903, -2.29709], [3.24051, 1.23358, 1.85225], [2.89408, 0.43734, 0.52423], [1.59208, -1.15679, -3.12153], [0.10812, -0.86898, -2.79832], [-0.51366, 0.56635, -3.27562], [-0.20286, 0.70023, -4.63157], [-0.39582, 2.00139, -5.18746], [-0.60078, -1.95281, -3.51396], [1.82101, -0.98165, -4.17273], [1.85826, -2.18410, -2.87277], [2.22665, -0.48300, -2.54583], [-0.16160, -0.82018, -1.74335], [-0.02850, 1.36493, -2.71439], [-1.60086, 0.57873, -3.19851], [-0.24225, 1.91796, -6.26335], [0.31844, 2.67177, -4.70942], [-1.42551, 2.21958, -4.90421], [-1.59244, -1.82095, -3.37497], [-0.51671, -1.61262, -4.46123], [1.46510, 3.22365, -0.51609], [0.43784, 4.12017, 0.17357], [-0.95786, 4.04901, -0.59342], [-0.68594, 4.14360, -1.98555], [-1.77929, 4.27560, -2.88047], [0.31273, 3.61608, 1.46744], [1.51512, 3.46977, -1.57676], [1.30004, 2.14921, -0.43588], [2.46322, 3.53183, -0.20485], [0.76414, 5.15385, 0.05900], [-1.58199, 4.91470, -0.37173], [-1.62635, 3.23337, -0.31783], [-2.50189, 3.45978, -2.90033], [-1.36405, 4.33706, -3.88640], [-2.43204, 5.10849, -2.61913], [1.23254, 3.40788, 1.82898], [-0.12034, 2.71705, 1.31156]], "atomic_forces_ev_per_a": [[-0.938, 0.704, -1.791], [-0.048, -0.837, 0.500], [0.123, 0.042, 1.060], [-0.114, 0.005, 0.090], [0.860, -0.090, 0.137], [-0.440, -0.543, 0.454], [0.577, 0.060, 0.038], [-0.026, 0.193, 0.276], [-0.388, -0.059, 0.228], [0.548, -0.201, -0.133], [-0.009, 0.157, -0.109], [-0.058, -0.403, 0.231], [-0.100, 0.478, -0.121], [0.133, 0.019, -0.171], [-0.709, 0.704, 0.716], [-0.337, 0.570, -1.367], [1.174, -1.486, 0.571], [-0.500, 0.315, -0.436], [0.904, 0.906, 1.239], [0.315, 0.130, 0.313], [-0.053, 0.068, -0.351], [0.134, -0.381, 0.119], [0.154, -0.158, -0.185], [0.314, -0.282, 0.067], [-0.304, -0.002, -0.107], [-0.032, -0.039, 0.345], [-0.806, -0.902, 0.141], [0.012, 0.057, -0.838], [-0.218, 0.058, 0.154], [0.600, 0.212, -0.392], [-0.589, 0.313, -0.143], [0.026, -0.215, -1.017], [-0.134, -1.277, 0.847], [0.199, -0.520, -0.963], [-0.075, -0.193, -0.374], [1.248, 0.910, 1.949], [-0.244, 1.141, 0.508], [-0.299, 0.066, -0.088], [-0.008, 0.459, 0.181], [-0.305, -0.111, -0.135], [-0.102, -0.386, -0.613], [0.122, 0.347, 0.153], [-0.083, -0.276, 0.172], [-0.008, 0.062, -0.400], [-0.405, -0.314, -0.072], [0.285, 0.295, 0.033], [0.773, 0.737, -0.505], [-1.094, -0.281, -0.403], [0.678, -1.237, -0.464], [0.438, 0.392, 0.044], [-0.131, -0.241, 1.859], [0.633, 0.988, -2.327], [-0.890, -0.482, 1.407], [-0.837, 0.560, -1.017], [0.261, 0.194, -0.020], [0.274, -0.023, 0.643], [-0.457, 0.263, -0.293], [0.488, -0.146, -0.001], [-0.104, 0.287, 0.241], [-0.027, -0.437, -0.284], [-0.384, -0.395, 0.214], [-0.266, 0.571, 0.535], [0.454, -0.374, -0.526], [0.167, 0.077, 0.308], [-0.346, -0.070, -0.184], [-0.271, 1.207, 0.746], [-1.187, 1.011, -0.963], [1.943, -1.504, -0.025], [0.816, -0.235, -1.447], [-0.226, -1.478, 1.148], [-0.259, 0.672, 0.142], [-0.235, -0.024, -0.075], [-0.250, 0.058, 0.072], [0.208, 0.036, 0.054], [0.452, -0.720, 0.234], [-0.219, 0.235, 0.333], [-0.191, -0.080, 0.677], [-0.095, 0.164, 0.119], [-0.099, 0.432, -0.155], [-0.118, 0.877, -0.492], [-0.377, -0.223, 0.360], [0.208, -0.430, -0.728], [0.550, 1.221, -1.856], [-0.642, -0.949, -3.247], [0.379, 1.146, 0.033], [-0.135, -0.594, -0.605], [-0.076, -0.126, 0.595], [-1.089, 0.193, 2.165], [-0.192, -0.178, -0.336], [-0.070, 0.132, 0.394], [0.054, -0.519, 0.612], [0.060, 0.162, 0.478], [0.089, 0.492, 0.522], [0.481, -0.836, -0.120], [0.292, -0.759, 0.326], [-0.040, 0.388, 0.167], [0.289, 0.680, -0.105], [0.081, -0.015, 0.276], [-0.155, -0.413, 0.756]]}

[2]
{"formula": "C20H61F3N17O13S", "method": "ωB97M-V/def2-TZVPD", "homo_ev": -6.839, "homo_lumo_gap_ev": 8.72, "total_energy_ev": -92675.2311, "molar_mass_g_mol": 836.88, "charge": -1, "species": ["C", "F", "F", "F", "S", "O", "O", "O", "C", "O", "N", "N", "H", "H", "H", "H", "C", "O", "N", "N", "H", "H", "H", "H", "C", "O", "N", "N", "H", "H", "H", "H", "C", "O", "N", "N", "H", "H", "H", "H", "C", "O", "N", "N", "H", "H", "H", "H", "C", "O", "N", "N", "H", "H", "H", "H", "C", "O", "N", "N", "H", "H", "H", "H", "C", "C", "C", "O", "C", "N", "H", "H", "H", "H", "H", "H", "H", "H", "H", "H", "H", "C", "C", "C", "O", "C", "N", "H", "H", "H", "H", "H", "H", "H", "H", "H", "H", "H", "C", "C", "C", "O", "C", "N", "H", "H", "H", "H", "H", "H", "H", "H", "H", "H", "H"], "coordinates": [[-0.20211, -0.84665, -0.66906], [0.23360, -0.03927, -1.60777], [-0.22476, -0.25316, 0.50357], [-1.42150, -1.20960, -1.04330], [0.89750, -2.36245, -0.46000], [2.30028, -2.01202, -0.37950], [0.43115, -2.99621, 0.77913], [0.53343, -3.15398, -1.62188], [4.30732, -1.38911, -3.63534], [4.96955, -0.92913, -4.58171], [3.49377, -2.51802, -3.79336], [4.31471, -0.93929, -2.30826], [3.26114, -2.78861, -4.72847], [2.98516, -2.88723, -3.01278], [3.50865, -1.27129, -1.80702], [5.00310, -0.38777, -1.84368], [2.30993, -4.41225, 3.82550], [2.98387, -4.43885, 4.86297], [1.84477, -5.61312, 3.26946], [2.02687, -3.30056, 3.04934], [1.15137, -5.68122, 2.54553], [1.94188, -6.41315, 3.87124], [1.50640, -3.37239, 2.17890], [2.58055, -2.48555, 3.25065], [0.05272, -6.67905, 0.23819], [-0.23022, -7.84137, 0.50661], [-0.56747, -5.59380, 0.83459], [0.95127, -6.36165, -0.79945], [-0.24729, -4.64746, 0.59670], [-1.20100, -5.73425, 1.59712], [1.11816, -5.39149, -1.00932], [1.75714, -6.96106, -0.68374], [-2.50780, -1.59120, 2.88233], [-2.45662, -0.49799, 2.34894], [-2.00926, -2.70604, 2.25043], [-3.20700, -1.84629, 4.03610], [-1.94425, -3.59238, 2.70187], [-1.53940, -2.42480, 1.41041], [-3.81452, -1.12174, 4.38119], [-3.38760, -2.73884, 4.44954], [5.11416, -1.17252, 2.28394], [4.68310, -0.02887, 2.40883], [5.96513, -1.74507, 3.20519], [4.82638, -1.97865, 1.21699], [6.32598, -2.67822, 3.17745], [5.98562, -1.34229, 4.12567], [4.13675, -1.64309, 0.56008], [5.19775, -2.90381, 1.16850], [-1.44067, -3.00343, -4.82755], [-1.74257, -3.06688, -6.02042], [-2.42589, -3.00037, -3.84862], [-0.14988, -2.95367, -4.34837], [-3.38125, -2.94221, -4.13020], [-2.08224, -2.72042, -2.94615], [0.51135, -3.30178, -5.02020], [-0.01624, -3.18060, -3.36715], [3.04333, 2.49412, 0.23375], [2.74863, 3.62758, -0.16991], [4.35804, 2.19151, 0.55592], [2.16292, 1.44157, 0.38225], [4.59109, 1.30813, 0.99351], [4.84214, 3.04204, 0.78530], [2.57934, 0.60627, 0.74980], [1.23251, 1.56944, 0.04090], [1.71392, 6.69895, -4.13890], [1.50519, 5.83204, -2.92007], [1.38387, 4.35574, -3.27620], [0.20190, 4.10651, -4.03040], [0.14119, 2.74229, -4.34936], [2.69736, 5.99215, -2.07406], [2.65312, 6.66520, -4.69494], [1.59921, 7.75590, -3.86986], [0.91821, 6.58597, -4.88365], [0.66902, 6.20168, -2.32320], [1.48433, 3.72546, -2.39102], [2.25715, 4.10819, -3.90158], [-0.73638, 2.59618, -4.98973], [-0.00828, 2.01958, -3.54129], [0.99065, 2.47424, -4.99017], [2.85012, 5.31501, -1.32057], [3.51249, 5.85950, -2.66924], [-4.75263, 1.54039, 0.62706], [-5.32309, 0.73949, -0.55728], [-4.35827, -0.26021, -1.23173], [-5.08892, -0.99221, -2.21927], [-4.85915, -0.43518, -3.48921], [-6.46910, 0.02265, 0.01852], [-4.91733, 1.03502, 1.57749], [-5.24749, 2.51356, 0.64844], [-3.69020, 1.79908, 0.64583], [-5.61721, 1.46029, -1.32310], [-4.02028, -0.99422, -0.49913], [-3.50392, 0.26206, -1.66786], [-5.60114, -0.80759, -4.20568], [-3.87870, -0.64788, -3.91790], [-5.11289, 0.63319, -3.51622], [-6.21718, -0.82000, 0.52422], [-7.00050, -0.32495, -0.77942], [-1.22895, 3.35075, 2.49580], [-1.85218, 2.95887, 3.83864], [-2.36819, 4.18265, 4.57343], [-1.31772, 5.06973, 4.91652], [-0.39120, 4.61460, 5.85837], [-2.98881, 2.07093, 3.52529], [-0.24828, 3.75628, 2.80121], [-1.76266, 4.17771, 2.02758], [-0.88585, 2.65680, 1.72901], [-1.11820, 2.45594, 4.46814], [-2.91466, 3.90630, 5.48761], [-3.08698, 4.75957, 3.98917], [0.34765, 5.40037, 6.01406], [0.12619, 3.66555, 5.70584], [-0.91094, 4.56435, 6.83105], [-2.79866, 1.10722, 3.25582], [-3.34458, 2.35581, 2.61674]], "atomic_forces_ev_per_a": [[0.860, -1.090, 0.056], [0.674, 0.590, -0.316], [-0.327, 0.677, 0.353], [-0.418, -0.426, 0.430], [-0.308, -1.378, -0.134], [-0.350, 0.804, -0.230], [-0.188, 0.929, -0.587], [0.275, 0.067, 0.061], [1.188, 0.201, -0.657], [-1.113, -0.664, 1.849], [0.719, 1.096, 0.225], [-0.954, -1.088, -1.518], [-0.046, 0.035, -0.057], [-0.233, -0.078, -0.031], [0.227, 0.240, 0.621], [0.244, 0.372, -0.438], [0.299, -0.637, -0.562], [-0.775, 0.528, -1.176], [0.318, 0.441, 0.681], [0.392, -0.952, 1.184], [-0.080, 0.296, -0.100], [-0.037, 0.081, 0.007], [0.326, 0.195, 0.323], [-0.214, 0.084, -0.062], [-1.094, -0.029, -0.378], [0.599, 0.789, 0.235], [1.038, 0.026, -0.793], [-0.437, -0.619, 1.083], [-0.386, -0.586, 0.408], [-0.155, -0.271, -0.123], [0.175, 0.150, 0.126], [0.069, 0.190, -0.550], [-1.011, -1.697, -0.299], [0.114, 0.209, 0.154], [-0.569, 1.580, 0.359], [-0.180, 0.841, 0.519], [0.312, -0.205, -0.118], [0.525, -0.848, -0.014], [0.265, 0.236, -0.106], [0.309, -0.360, -0.367], [0.396, -0.848, -0.158], [-0.102, -0.444, -0.032], [0.009, 0.585, 0.434], [0.086, 1.074, 0.416], [-0.319, -0.241, -0.394], [-0.043, 0.294, -0.134], [0.093, -0.415, 0.010], [-0.181, -0.243, -0.171], [-1.200, -0.306, -0.799], [0.567, 0.050, 0.795], [1.831, -0.004, -0.160], [-0.773, -0.021, -0.161], [-0.172, 0.191, 0.073], [-0.761, -0.002, 0.300], [0.148, 0.074, 0.086], [0.284, 0.034, -0.404], [0.342, 0.241, -0.187], [-0.245, -1.239, 0.481], [-1.008, 0.356, -0.526], [1.370, 1.461, -0.169], [0.030, 0.355, 0.423], [0.445, -0.281, 0.070], [-0.700, -0.403, 0.010], [-0.116, -0.329, 0.096], [-1.251, 1.484, -0.719], [1.304, -0.673, 0.602], [0.002, 0.469, -0.599], [0.225, -0.420, 0.935], [-0.830, -0.235, -1.555], [0.973, 0.233, 0.022], [0.210, -0.657, 0.425], [0.217, -0.074, 0.278], [0.034, -0.457, 0.100], [-0.275, -0.220, -0.296], [-0.422, 0.001, 0.200], [0.009, 0.000, -0.047], [-0.003, 0.176, 0.042], [0.470, 0.380, 0.450], [0.177, -0.246, 0.370], [-0.804, 0.080, -0.285], [-0.045, 0.191, 0.033], [0.549, 0.568, -0.038], [1.051, -0.662, 1.243], [-0.633, 0.256, 0.578], [0.670, 0.178, -0.294], [-1.290, 0.306, -0.998], [-1.129, 0.290, -1.383], [-0.222, -0.098, -0.095], [-0.256, -0.145, 0.248], [0.162, -0.355, -0.646], [-0.517, -0.224, 0.023], [0.171, 0.100, 0.115], [0.087, -0.128, -0.046], [0.084, -0.550, 0.265], [0.212, 0.188, 0.316], [0.620, 0.141, 0.247], [0.527, 0.208, 0.081], [-0.129, -0.052, 0.277], [2.367, 1.586, 0.987], [-1.017, -1.365, -2.000], [0.176, 0.029, 0.751], [0.291, 0.274, -0.876], [-0.492, 0.563, 1.501], [-1.061, -0.049, 0.229], [-0.133, 0.540, -0.399], [-0.182, -0.081, -0.061], [-0.844, -0.817, 0.368], [-0.129, -0.233, -0.043], [0.131, -0.354, -0.051], [0.203, -0.052, -0.301], [0.115, -0.018, -0.392], [-0.167, -0.025, -0.516], [0.110, -0.385, 0.019], [0.921, 0.062, 0.677], [-0.274, 0.601, 0.305]]}